No. 1
Molecular formula: C6H9BFNO3
Method: DFT, ωB97M-V with the def2-TZVPD basis set

The frontier orbital gap comes out at 9.9 eV. As for the SMILES: COc1ccccn1.OB(O)F. The energy relative to the best compared isomer or geometry (same formula, charge and spin) is 0.0 kcal/mol. The calculation puts the energy at -17398.0066 eV.

```
! RIJCOSX wB97M-V def2-TZVPD def2/J DEFGRID3
* xyz 0 1
B -2.85652 1.68420 -0.92048
C 1.28347 -2.54870 -0.96081
C 1.50629 -1.33940 -1.51837
C 0.74639 -2.51562 0.34906
C 1.29020 -0.13619 -0.85844
C 0.72754 -0.22673 0.40221
C 0.30251 0.61373 2.58254
N 0.38491 -1.37908 0.96709
O -1.83248 1.23351 -1.61364
O -3.24267 2.96549 -1.08440
O 0.44170 0.89583 1.19404
F -3.44369 0.96073 0.00814
H 1.59918 -3.37160 -1.45387
H 2.02630 -1.35762 -2.49210
H 0.52706 -3.41640 0.95604
H 1.56198 0.79808 -1.33211
H -0.71990 0.37226 2.84243
H 0.63964 1.43058 3.09507
H 0.89294 -0.21850 2.86720
H -1.42259 0.46665 -1.18800
H -2.84732 3.53056 -1.73442
*
```

natural (NBO) atomic charge list, values in e, 2 entries:
1. B 1.30
2. C -0.29

---

No. 2
Molecular formula: C32H44F12O20
Method: DFT, ωB97M-V with the def2-TZVPD basis set

The frontier orbital gap comes out at 10.6 eV. As for the SMILES: CCOC(=O)C(F)(F)F.CCOC(=O)C(F)(F)F.CCOC(=O)C(F)(F)F.CCOC(=O)C(F)(F)F.C[C@H]1COC(=O)O1.C[C@H]1COC(=O)O1.C[C@H]1COC(=O)O1.C[C@H]1COC(=O)O1. The energy relative to the best compared isomer or geometry (same formula, charge and spin) is 41.3 kcal/mol. The calculation puts the energy at -107457.7617 eV.

```
! RIJCOSX wB97M-V def2-TZVPD def2/J DEFGRID3
* xyz 0 1
C -0.74504 -0.71200 0.11958
C 0.12750 -0.56823 -1.15584
O 1.22522 -1.44967 -0.89967
C 2.26736 -1.07982 -0.22172
O 2.54634 0.07657 0.07970
C 3.09122 -2.27615 0.38734
F 4.36564 -1.90137 0.56727
F 2.52910 -2.54186 1.59475
F 3.03930 -3.44020 -0.28343
H -1.75298 -0.29923 0.07738
H -0.18134 -0.31052 0.96170
H -0.91731 -1.76400 0.34699
H 0.42539 0.44858 -1.41169
H -0.39856 -0.93783 -2.03604
C -3.10261 -5.27326 -2.20298
C -2.69388 -3.97437 -1.48603
O -2.10435 -4.36246 -0.19391
C -0.80030 -4.63668 -0.07460
O -0.01080 -4.60017 -1.05031
C -0.47211 -5.03693 1.36818
F -1.62023 -5.20639 2.03294
F 0.28040 -6.13776 1.44991
F 0.16718 -4.03559 1.91301
H -3.64949 -5.90057 -1.49906
H -2.23365 -5.80146 -2.59542
H -3.88286 -5.04755 -2.92987
H -3.58313 -3.35331 -1.37824
H -2.04742 -3.29265 -2.03870
C 4.14653 -3.51632 -4.35489
C 3.13591 -3.24707 -3.19683
O 1.96246 -2.84993 -3.90471
C 1.03939 -3.82435 -4.34476
O 1.23216 -5.06363 -4.42057
C -0.36864 -3.25986 -4.69711
F -0.70386 -2.29347 -3.87243
F -0.28712 -2.69706 -5.90666
F -1.33057 -4.16616 -4.69668
H 4.31372 -2.69753 -5.05469
H 3.90272 -4.49307 -4.77278
H 5.12196 -3.59380 -3.87465
H 3.49366 -2.48548 -2.50395
H 3.01996 -4.17763 -2.64121
C 1.55938 2.78119 1.77103
C 1.51098 4.21259 1.19185
O 2.18945 5.05858 2.07460
C 1.73877 6.25189 2.26483
O 0.77760 6.76289 1.65022
C 2.54932 7.08869 3.30904
F 3.13795 8.11058 2.65108
F 1.75928 7.57291 4.23203
F 3.46025 6.26145 3.92570
H 2.56118 2.37621 1.91418
H 1.06122 2.07395 1.10790
H 1.04771 2.71712 2.73134
H 0.45587 4.45574 1.06650
H 1.99360 4.32827 0.22139
C 0.07631 -1.06997 7.24429
C 0.71421 -0.42088 6.02804
C 1.17913 -1.50327 5.01517
O 0.70258 -1.03077 3.73718
C -0.21557 -0.08724 3.96591
O -0.85448 0.49396 3.07380
O -0.28927 0.23509 5.29712
H 0.82347 -1.62202 7.81446
H -0.79254 -1.68754 7.01669
H -0.35616 -0.32341 7.91041
H 1.44355 0.32933 6.33359
H 0.70998 -2.43276 5.33773
H 2.26350 -1.61328 5.00308
C -1.97093 5.11858 -0.82879
C -1.86389 3.58749 -1.07233
C -3.13047 3.02497 -1.74204
O -2.59337 2.16327 -2.67580
C -1.26593 2.32640 -2.76240
O -0.56096 1.64433 -3.48038
O -0.78071 3.28700 -1.92676
H -1.03721 5.45837 -0.38068
H -2.76014 5.51245 -0.18839
H -1.96181 5.65743 -1.77623
H -1.65052 3.10187 -0.12009
H -3.69945 3.79380 -2.26479
H -3.82384 2.51475 -1.07344
C -3.42223 -1.92630 3.39381
C -4.72763 -1.77412 2.56285
C -5.61672 -0.62521 2.89904
O -5.65669 0.19227 1.74380
C -4.84190 -0.34987 0.77341
O -4.63294 0.11332 -0.31787
O -4.28746 -1.48330 1.24796
H -2.73715 -2.51930 2.78792
H -3.65413 -2.47669 4.30562
H -2.92406 -0.97672 3.58934
H -5.32677 -2.67570 2.43520
H -5.16732 0.05920 3.61856
H -6.61580 -0.90671 3.23175
C 3.05949 2.27523 -2.23559
C 3.39638 3.19100 -3.44817
C 2.91606 2.73977 -4.79593
O 2.18237 3.84801 -5.37526
C 1.99437 4.72528 -4.35106
O 1.13991 5.61764 -4.38493
O 2.69306 4.39440 -3.26469
H 3.72008 1.41101 -2.30515
H 2.02091 1.94860 -2.18295
H 3.32430 2.76854 -1.30038
H 4.47685 3.33363 -3.46695
H 2.21664 1.92218 -4.62140
H 3.81597 2.44448 -5.33542
*
```

Mulliken atomic charge list, values in e, 2 entries:
1. C 0.33
2. C 1.62

---

No. 3
Molecular formula: C24H42Cl34IO5P
Method: DFT, ωB97M-V with the def2-TZVPD basis set

The frontier orbital gap comes out at 7.9 eV. The calculation puts the energy at -478958.0078 eV.

```
! RIJCOSX wB97M-V def2-TZVPD def2/J DEFGRID3
* xyz 0 1
O 3.34350 7.07599 -0.83828
C 4.02719 6.20023 -1.12592
O 5.43556 6.27303 -1.11566
C 5.75433 5.05154 -0.52769
O 6.43848 4.87510 0.36234
C 4.89044 4.07854 -1.33795
P 5.42955 2.36113 -1.76786
O 4.14308 1.45471 -2.30157
I 6.11081 1.41036 0.38669
C 3.75112 4.75643 -1.55401
C 2.53228 4.15755 -2.20837
C 1.21740 4.94353 -1.91615
C 0.22355 4.01380 -1.19389
O 0.73839 3.77737 0.11480
H 3.79774 1.84047 -3.12983
H 2.41461 3.17127 -1.74481
H 2.68603 4.02534 -3.28270
H 1.42810 5.77711 -1.23887
H 0.76915 5.33863 -2.83410
H -0.76696 4.48529 -1.17382
H 0.19923 3.07123 -1.76112
H 0.63849 2.83931 0.30880
C 0.73684 0.95674 -4.74796
Cl 0.08984 0.76056 -3.11864
Cl 2.19593 1.96427 -4.74392
H 0.98690 -0.01943 -5.14924
H -0.01228 1.43383 -5.36959
C -2.70449 -1.09822 -0.91900
Cl -4.26827 -0.58721 -1.56823
Cl -1.70869 0.28864 -0.45600
H -2.87271 -1.71594 -0.04424
H -2.17933 -1.66561 -1.68131
C 5.16712 4.48719 3.77683
Cl 5.79873 4.41353 5.42911
Cl 4.25486 3.03328 3.36486
H 4.51209 5.34788 3.69235
H 6.00024 4.58410 3.08764
C 7.06568 1.41163 7.47497
Cl 7.85734 0.42183 6.24172
Cl 8.04808 1.53892 8.93905
H 6.90523 2.40639 7.07428
H 6.11497 0.95669 7.73078
C -3.81823 -0.14882 -5.41097
Cl -3.08791 -1.75950 -5.40972
Cl -2.69828 1.06547 -4.78108
H -4.08507 0.10996 -6.43067
H -4.70417 -0.16557 -4.78421
C -4.00761 -2.46012 -9.16583
Cl -4.31587 -0.83983 -8.53165
Cl -5.42339 -3.11231 -9.99642
H -3.18228 -2.40655 -9.86797
H -3.75273 -3.11409 -8.33845
C -3.64718 -4.29602 2.15788
Cl -2.23204 -3.79212 1.21841
Cl -4.79882 -2.96738 2.34783
H -4.13494 -5.10951 1.64309
H -3.31873 -4.61945 3.13735
C 7.47465 5.67904 8.69626
Cl 6.38211 4.39577 9.23302
Cl 8.09318 6.62579 10.05267
H 8.31208 5.22754 8.17344
H 6.93438 6.34027 8.03052
C 7.17462 5.43826 -4.24788
Cl 7.53300 6.53748 -5.58256
Cl 5.93845 4.25396 -4.69642
H 8.08134 4.90809 -3.97667
H 6.81321 6.01721 -3.40403
C -4.53788 -7.82241 3.37380
Cl -3.12847 -7.30323 2.42997
Cl -5.70532 -6.50376 3.57619
H -5.02098 -8.64167 2.85741
H -4.20362 -8.14737 4.35153
C -7.90030 -1.72699 -0.85616
Cl -7.55040 -0.67327 -2.23269
Cl -9.13438 -2.92679 -1.25903
H -6.98945 -2.24271 -0.56874
H -8.25887 -1.11959 -0.03286
C -4.61388 -10.62086 0.58888
Cl -3.29317 -9.70628 -0.13935
Cl -4.40193 -10.77812 2.34032
H -5.54828 -10.10498 0.39364
H -4.63906 -11.61283 0.15176
C 7.76421 8.82312 6.03357
Cl 8.40923 8.73248 7.67931
Cl 6.84393 7.36785 5.63015
H 7.11055 9.68531 5.95745
H 8.59057 8.92020 5.33784
C -10.10362 -2.81112 2.80536
Cl -8.62512 -3.71633 2.46347
Cl -9.98693 -1.13516 2.25302
H -10.93205 -3.29027 2.29492
H -10.27427 -2.81366 3.87633
C 1.04777 -5.05296 2.11805
Cl 2.38115 -4.15023 1.38846
Cl 1.23956 -5.19455 3.86994
H 0.11941 -4.53205 1.91138
H 1.02236 -6.04845 1.68761
C -3.62459 1.72111 -11.96805
Cl -2.89745 1.71435 -10.35748
Cl -4.54078 0.23966 -12.27105
H -4.29531 2.56981 -12.04504
H -2.83515 1.80173 -12.70719
C -4.80060 -11.06173 5.98555
Cl -6.35264 -10.53308 5.31976
Cl -3.79419 -9.69490 6.48085
H -4.98935 -11.68422 6.85316
H -4.27061 -11.63058 5.22850
*
```

Mulliken atomic charge list, values in e, 2 entries:
1. O -0.46
2. C -0.09